Arrangement a

This record from the OMol25 dataset describes a 4-piece molecular cluster, C3H12NO3 overall. The level of theory is the ωB97M-V functional and the def2-TZVPD basis.

Properties
* orbital gap: 9.505 eV

```
! wB97M-V def2-TZVPD RIJCOSX def2/J DEFGRID3
* xyz 1 1
C -0.026 1.386 0.702
C -0.859 1.457 -0.370
C 2.227 1.544 0.565
N 1.238 0.752 0.445
H -0.129 1.982 1.583
H -0.803 1.125 -1.367
H -1.728 2.146 -0.149
H 3.215 1.243 0.187
H 2.374 2.563 0.886
H 1.211 -0.178 0.031
H 1.145 -2.286 0.424
H 1.260 -2.410 -1.143
O 1.522 -1.883 -0.353
H -1.259 -2.418 -2.127
H -1.576 -1.078 -2.859
O -0.949 -1.568 -2.333
H -2.730 -0.767 2.657
H -2.126 -0.866 1.156
O -2.006 -0.743 2.064
*
```



Arrangement b

This record from the OMol25 dataset describes a 3-piece molecular cluster, C3H12NO3 overall. The level of theory is the ωB97M-V functional and the def2-TZVPD basis.

Properties
* orbital gap: 11.205 eV

```
! wB97M-V def2-TZVPD RIJCOSX def2/J DEFGRID3
* xyz 1 1
O 1.159 1.844 1.088
C 1.077 0.892 1.818
C 0.545 -0.416 1.160
N -0.565 -0.117 0.158
C -1.620 0.825 0.709
H 1.298 0.859 2.883
H 1.441 -0.896 0.774
H 0.002 -1.058 1.863
H -0.078 0.259 -0.683
H -0.987 -1.020 -0.060
H -2.138 0.362 1.549
H -2.258 1.003 -0.148
H -1.150 1.727 1.051
H 0.530 0.544 -2.968
H 0.143 1.745 -2.091
O -0.144 0.875 -2.367
H 1.197 -2.837 -0.993
H 0.894 -2.413 -2.329
O 0.654 -2.176 -1.411
*
```



Going by the computed energies, the most stable comes first: arrangement b, arrangement a.



Arrangement a

This record from the OMol25 dataset describes C16H12IN2O8S4SbW as an isolated structure. The level of theory is the ωB97M-V functional and the def2-TZVPD basis.

Properties
* orbital gap (spin up / spin down): 5.205 / 6.103 eV

```
! wB97M-V def2-TZVPD RIJCOSX def2/J DEFGRID3
* xyz -2 3
W 0.328 1.160 0.820
C 2.697 -2.217 2.827
C 3.350 -1.529 1.666
N 4.667 -1.658 1.504
C 5.231 -0.979 0.491
C 4.553 -0.220 -0.435
C 5.310 0.527 -1.490
O 5.196 1.942 -1.384
C 3.139 -0.146 -0.328
C 2.303 0.447 -1.304
N 0.936 0.501 -1.208
C 0.267 0.241 -2.397
C 0.790 -0.809 -3.184
C 0.253 -1.187 -4.396
C -0.869 -0.539 -4.891
C -1.417 0.491 -4.144
C -0.868 0.893 -2.931
I -1.799 2.532 -2.053
C 2.565 -0.758 0.802
O 1.262 -0.619 1.040
H 3.424 -2.867 3.310
H 1.828 -2.796 2.508
H 2.320 -1.484 3.543
H 6.314 -1.048 0.419
H 4.955 0.266 -2.493
H 6.366 0.232 -1.435
H 4.975 2.180 -0.470
H 2.748 0.797 -2.231
H 1.632 -1.352 -2.773
H 0.699 -2.010 -4.944
H -1.313 -0.827 -5.836
H -2.287 1.017 -4.515
O 4.054 2.713 1.399
C 2.893 2.519 1.133
O 2.103 1.661 1.726
C 2.153 3.287 0.013
O 2.605 4.257 -0.538
O 0.984 2.752 -0.221
S -4.017 -0.990 3.124
Sb -1.840 -1.081 2.328
S -0.224 0.270 3.263
S -1.466 -0.532 0.089
S -1.973 -3.316 2.852
O -1.289 1.997 1.173
O -0.302 2.724 1.872
*
```



Arrangement b

This record from the OMol25 dataset describes C16H12IN2O8S4SbW as an isolated structure. The level of theory is the ωB97M-V functional and the def2-TZVPD basis.

Properties
* orbital gap (spin up / spin down): 5.399 / 6.198 eV

```
! wB97M-V def2-TZVPD RIJCOSX def2/J DEFGRID3
* xyz -2 3
W 0.518 -2.021 -0.332
C 3.486 0.289 2.337
C 2.117 0.894 2.354
N 1.925 2.055 2.972
C 0.698 2.579 2.976
C -0.400 1.995 2.364
C -1.736 2.670 2.436
O -2.646 1.869 3.195
C -0.206 0.784 1.705
C -1.224 -0.013 0.940
N -0.744 -0.288 -0.378
C -1.406 0.230 -1.458
C -2.011 1.504 -1.372
C -2.614 2.107 -2.458
C -2.641 1.481 -3.699
C -2.066 0.226 -3.803
C -1.473 -0.410 -2.720
I 1.958 -0.715 -4.602
C 1.064 0.221 1.711
O 1.304 -0.947 1.130
H 4.145 0.855 2.995
H 3.895 0.305 1.322
H 3.458 -0.759 2.642
H 0.580 3.522 3.504
H -2.139 2.837 1.432
H -1.610 3.652 2.909
H -3.542 2.175 3.012
H -2.223 0.428 0.945
H -1.941 2.049 -0.442
H -3.045 3.096 -2.336
H -3.101 1.958 -4.555
H -2.081 -0.326 -4.735
O -1.140 -2.411 -3.981
C -1.088 -1.847 -2.906
O -0.866 -2.484 -1.768
C 1.703 -1.439 -2.642
O 1.730 -2.653 -2.407
O 1.533 -0.595 -1.719
S 3.784 -3.852 2.185
Sb 3.502 -3.024 0.064
S 1.024 -4.226 2.037
S 0.835 -4.406 0.012
S 5.109 -3.745 -1.354
O -1.326 -1.266 1.684
O -1.100 -2.355 0.804
*
```



Going by the computed energies, the most stable comes first: arrangement a, arrangement b.



Arrangement a

This record from the OMol25 dataset describes a 8-piece molecular cluster, C4H26NO7 overall. The level of theory is the ωB97M-V functional and the def2-TZVPD basis.

Properties
* orbital gap: 10.165 eV

```
! wB97M-V def2-TZVPD RIJCOSX def2/J DEFGRID3
* xyz 1 1
C 2.055 -1.818 -2.039
C 1.078 -1.247 -1.020
N 1.281 0.195 -0.611
C 2.200 0.976 -1.487
C 2.118 2.461 -1.117
H 1.711 -2.832 -2.250
H 2.993 -2.077 -1.541
H 2.140 -1.246 -2.949
H 0.073 -1.332 -1.423
H 1.187 -1.850 -0.131
H 1.626 0.293 0.352
H 0.416 0.750 -0.515
H 1.751 0.859 -2.470
H 3.208 0.597 -1.610
H 1.720 3.070 -1.919
H 1.386 2.573 -0.320
H 3.062 2.765 -0.689
H 1.700 -1.123 2.633
H 3.102 -1.527 2.929
O 2.579 -1.129 2.223
H -0.787 2.802 0.005
H -1.743 2.624 -1.352
O -0.976 2.371 -0.840
H -2.392 -2.908 2.369
H -2.188 -1.419 2.325
O -2.654 -2.136 1.856
H -2.419 -1.061 -2.076
H -2.889 -1.705 -3.377
O -2.098 -1.483 -2.875
H -3.864 -1.982 0.537
H -3.859 -1.396 -0.877
O -4.450 -1.759 -0.214
H -1.819 -0.421 4.714
H -2.598 0.476 3.680
O -1.900 -0.183 3.782
H -0.600 3.028 2.783
H 0.209 3.770 1.660
O -0.358 3.024 1.856
*
```



Arrangement b

This record from the OMol25 dataset describes a 8-piece molecular cluster, C4H26NO7 overall. The level of theory is the ωB97M-V functional and the def2-TZVPD basis.

Properties
* orbital gap: 11.337 eV

```
! wB97M-V def2-TZVPD RIJCOSX def2/J DEFGRID3
* xyz 1 1
C 2.343 -0.163 1.765
C 0.814 -0.261 1.862
N 0.151 0.706 0.904
C 0.321 2.111 1.343
C 0.286 -1.661 1.642
H 2.725 0.680 1.201
H 2.772 -1.027 1.261
H 2.746 -0.183 2.777
H 0.537 0.090 2.856
H 0.535 0.490 -0.037
H -0.813 0.380 0.846
H 0.209 2.707 0.434
H -0.411 2.382 2.084
H 1.379 2.268 1.491
H 0.978 -2.450 1.931
H -0.122 -1.682 0.627
H -0.548 -1.959 2.289
H 2.059 3.200 -1.747
H 0.548 3.130 -2.034
O 1.350 2.597 -1.988
H -0.651 -0.414 -3.620
H -2.031 0.118 -3.967
O -1.230 0.340 -3.459
H -3.477 0.594 0.930
H -3.026 0.004 2.245
O -2.858 -0.053 1.295
H -2.458 -3.705 1.100
H -3.292 -2.464 1.354
O -2.775 -3.138 1.813
H 1.444 -0.971 -1.946
H 1.140 0.589 -1.957
O 0.901 -0.259 -1.558
H -2.611 2.903 -1.473
H -1.628 1.755 -1.808
O -1.948 2.319 -1.093
H 1.804 -3.641 -2.228
H 2.811 -2.623 -2.839
O 2.025 -2.709 -2.293
*
```



Going by the computed energies, the most stable comes first: arrangement b, arrangement a.